(1)
The following is a quantum chemistry calculation of C2H4FHgO2 as an isolated structure in a non-equilibrium geometry, from the Open Molecules 2025 dataset.

Last column: natural (NBO) charge in e.
Atoms and positions in Å:
F 0.145 -2.063 -0.480  -0.806
C -0.896 -0.071 0.061  0.360
O -0.916 -0.290 1.271  -0.867
H -1.803 -0.280 -0.538  0.062
Hg -0.686 -2.631 1.396  0.715
O -0.409 1.165 -0.723  -0.657
C 0.871 0.855 -0.207  -0.441
H 1.318 0.323 0.643  0.227
H 1.506 1.724 -0.004  0.133
H 0.870 1.268 -1.419  0.274

Properties
Kohn-Sham gap (alpha / beta) ... 4.238 / 5.134 eV
Total charge ... -1
⟨S²⟩ ... 2.01
2S+1 ... 3
Highest occupied orbital energy (alpha / beta) ... -0.46 / -3.39 eV
LUMO (alpha / beta) ... 3.77 / 1.75 eV


(2)
The following is a quantum chemistry calculation of C2H4FIO as an isolated structure in a non-equilibrium geometry, from the Open Molecules 2025 dataset.

Last column: natural (NBO) charge in e.
Atoms and positions in Å:
C 0.690 0.445 -0.019  -0.088
C -1.481 -0.589 -0.635  0.123
O 1.612 0.057 0.859  -0.661
F -1.208 -1.751 -0.086  -0.347
I -2.894 0.474 0.528  0.058
H -0.233 -0.251 -0.299  0.086
H 1.163 0.724 -0.966  0.168
H 0.111 1.417 0.243  0.180
H 2.239 -0.525 0.375  0.481

Properties
Kohn-Sham gap ... 8.140 eV
Relative energy (zero: lowest compared OMol25 entry of this formula, charge and spin) ... 4.187 eV
2S+1 ... 1
Highest occupied orbital energy ... -8.61 eV
LUMO ... -0.47 eV


(3)
The following is a quantum chemistry calculation of the molecule C2H4FN in a non-equilibrium geometry, from the Open Molecules 2025 dataset.

Last column: natural (NBO) charge in e.
Atoms and positions in Å:
H -0.416 1.883 -1.975  0.364
N -0.010 1.468 -1.037  -0.685
C -0.247 0.282 -0.808  0.652
C 0.063 -0.344 0.514  -0.710
F -0.664 -0.584 -1.768  -0.349
H 0.872 0.287 0.999  0.258
H 0.664 -1.146 0.310  0.226
H -0.934 -0.600 0.869  0.245

Properties
Kohn-Sham gap ... 11.643 eV
Relative energy (zero: lowest compared OMol25 entry of this formula, charge and spin) ... 0.398 eV
2S+1 ... 1
Highest occupied orbital energy ... -10.63 eV
Structure (SMILES) ... [H]/N=C(/C)F
LUMO ... 1.02 eV


(4)
The following is a quantum chemistry calculation of the molecule C2H4FN in a non-equilibrium geometry, from the Open Molecules 2025 dataset.

Last column: natural (NBO) charge in e.
Atoms and positions in Å:
C 0.998 0.310 -0.018  -0.650
C -0.377 -0.246 0.140  0.047
N -1.373 0.504 -0.249  -0.023
F -2.584 -0.227 -0.164  -0.284
H 1.351 -0.450 -0.661  0.230
H 1.485 0.178 1.003  0.229
H 1.158 1.238 -0.464  0.243
H -0.657 -1.306 0.412  0.210

Properties
Kohn-Sham gap ... 11.877 eV
Relative energy (zero: lowest compared OMol25 entry of this formula, charge and spin) ... 2.145 eV
2S+1 ... 1
Highest occupied orbital energy ... -10.84 eV
Structure (SMILES) ... C/C=N/F
LUMO ... 1.04 eV


(5)
The following is a quantum chemistry calculation of C2H4FN as an isolated structure in a non-equilibrium geometry, from the Open Molecules 2025 dataset.

Last column: natural (NBO) charge in e.
Atoms and positions in Å:
C 0.329 0.683 -0.136  -0.311
C -0.039 -0.712 0.217  -0.248
N 1.454 0.300 0.650  0.019
F 2.341 -0.298 -0.223  -0.274
H 0.412 1.015 -1.126  0.211
H -0.352 1.356 0.499  0.210
H -0.759 -0.792 0.977  0.200
H 0.239 -1.467 -0.361  0.194

Properties
Kohn-Sham gap ... 10.590 eV
Relative energy (zero: lowest compared OMol25 entry of this formula, charge and spin) ... 4.040 eV
2S+1 ... 1
Highest occupied orbital energy ... -9.65 eV
LUMO ... 0.94 eV


(6)
The following is a quantum chemistry calculation of the molecule C2H4FN in a non-equilibrium geometry, from the Open Molecules 2025 dataset.

Last column: natural (NBO) charge in e.
Atoms and positions in Å:
C 1.006 0.349 0.000  -0.429
N -0.399 0.589 0.000  -0.446
C -1.209 -0.352 0.001  0.482
F -2.512 -0.101 -0.001  -0.325
H 1.429 0.834 -0.880  0.210
H 1.270 -0.716 -0.002  0.171
H 1.429 0.832 0.881  0.210
H -1.013 -1.433 0.001  0.128

Properties
Kohn-Sham gap ... 11.591 eV
Relative energy (zero: lowest compared OMol25 entry of this formula, charge and spin) ... 0.215 eV
2S+1 ... 1
Highest occupied orbital energy ... -10.43 eV
Structure (SMILES) ... C/N=C/F
LUMO ... 1.16 eV


(7)
The following is a quantum chemistry calculation of a 2-piece molecular cluster, C2H4FN2O overall in a non-equilibrium geometry, from the Open Molecules 2025 dataset.

Last column: natural (NBO) charge in e.
Atoms and positions in Å:
C -2.818 -0.631 -0.099  0.258
C 1.546 0.706 0.172  0.288
N 0.916 -1.295 -0.649  0.233
N -3.296 0.318 -0.548  -0.722
O 1.876 -0.555 -0.343  -0.076
F 0.309 0.995 -0.354  -0.288
H 1.266 -2.145 -1.028  0.368
H 1.477 0.745 1.263  0.251
H 2.301 1.293 -0.311  0.221
H -3.866 1.075 -0.935  0.465

Properties
Kohn-Sham gap ... 5.591 eV
Total charge ... +1
Relative energy (zero: lowest compared OMol25 entry of this formula, charge and spin) ... 2.719 eV
2S+1 ... 1
Highest occupied orbital energy ... -14.54 eV
LUMO ... -8.95 eV


(8)
The following is a quantum chemistry calculation of a 2-piece molecular cluster, C2H4FNO overall in a non-equilibrium geometry, from the Open Molecules 2025 dataset.

Last column: natural (NBO) charge in e.
Atoms and positions in Å:
C 1.546 -0.470 -0.374  0.558
C -1.081 0.049 0.398  -0.512
N -0.316 0.456 -0.712  -0.114
O 1.405 -1.504 0.186  -0.451
F 0.118 1.816 -0.524  -0.312
H 2.280 0.058 -0.916  0.176
H -0.469 -0.892 0.816  0.218
H -1.400 0.826 1.134  0.230
H -2.082 -0.338 -0.008  0.206

Properties
Kohn-Sham gap (alpha / beta) ... 8.793 / 8.789 eV
Relative energy (zero: lowest compared OMol25 entry of this formula, charge and spin) ... 5.373 eV
2S+1 ... 1
Highest occupied orbital energy (alpha / beta) ... -8.77 / -8.77 eV
LUMO (alpha / beta) ... 0.02 / 0.02 eV


(9)
The following is a quantum chemistry calculation of a 2-piece molecular cluster, C2H4FNO overall in a non-equilibrium geometry, from the Open Molecules 2025 dataset.

Last column: natural (NBO) charge in e.
Atoms and positions in Å:
C 2.314 -0.069 0.426  0.354
C -1.355 0.357 -0.209  -0.534
N -0.873 -0.665 0.673  0.130
O 2.279 0.431 -0.617  -0.464
F -1.045 -1.780 -0.173  -0.276
H 3.126 -0.302 1.177  0.127
H -2.393 0.295 -0.304  0.219
H -1.256 1.394 0.298  0.214
H -0.797 0.339 -1.271  0.230

Properties
Kohn-Sham gap (alpha / beta) ... 10.555 / 7.684 eV
Relative energy (zero: lowest compared OMol25 entry of this formula, charge and spin) ... 6.333 eV
2S+1 ... 1
Highest occupied orbital energy (alpha / beta) ... -10.13 / -8.00 eV
LUMO (alpha / beta) ... 0.43 / -0.31 eV


(10)
The following is a quantum chemistry calculation of C2H4FNO2 as an isolated structure in a non-equilibrium geometry, from the Open Molecules 2025 dataset.

Last column: natural (NBO) charge in e.
Atoms and positions in Å:
C 1.152 0.182 -0.035  0.731
C -0.423 -0.063 -0.216  0.294
N -1.246 0.964 0.294  -0.818
O 1.604 1.286 -0.022  -0.549
O 1.902 -0.913 0.085  -0.657
F -0.680 -1.286 0.105  -0.352
H -0.502 -0.209 -1.629  0.108
H -1.074 1.272 1.290  0.385
H 1.347 -1.683 -0.184  0.495
H -2.078 0.448 0.312  0.363

Properties
Kohn-Sham gap ... 10.716 eV
Relative energy (zero: lowest compared OMol25 entry of this formula, charge and spin) ... 1.474 eV
2S+1 ... 1
Highest occupied orbital energy ... -10.16 eV
LUMO ... 0.55 eV


(11)
The following is a quantum chemistry calculation of a 2-piece molecular cluster, C2H4FNO2S overall in a non-equilibrium geometry, from the Open Molecules 2025 dataset.

Last column: natural (NBO) charge in e.
Atoms and positions in Å:
C -1.337 -0.071 1.462  0.151
C -1.372 0.138 0.181  -0.368
N 1.659 -0.714 -0.850  -1.043
O 0.566 1.078 -2.263  -0.886
O 1.485 1.651 -0.006  -0.894
F -2.427 -0.471 2.166  -0.334
S 0.823 0.746 -0.897  2.160
H -0.479 0.048 2.107  0.186
H -2.144 0.073 -0.552  0.215
H 1.288 -1.457 -1.420  0.407
H 1.938 -1.022 0.069  0.406

Properties
Kohn-Sham gap (alpha / beta) ... 9.113 / 9.112 eV
Relative energy (zero: lowest compared OMol25 entry of this formula, charge and spin) ... 2.752 eV
2S+1 ... 1
Highest occupied orbital energy (alpha / beta) ... -10.07 / -10.07 eV
LUMO (alpha / beta) ... -0.96 / -0.96 eV


(12)
The following is a quantum chemistry calculation of a 2-piece molecular cluster, C2H4FNO3 overall in a non-equilibrium geometry, from the Open Molecules 2025 dataset.

Last column: natural (NBO) charge in e.
Atoms and positions in Å:
C -0.753 0.079 0.537  -0.172
C 0.423 -0.491 -0.189  0.462
N 1.578 0.359 -0.015  0.443
O 1.348 1.587 0.100  -0.416
O 2.657 -0.093 0.025  -0.295
O -2.069 -0.386 0.271  -0.725
F 0.796 -1.803 -0.127  -0.304
H -0.699 -0.294 1.597  0.216
H -0.725 1.125 0.385  0.240
H 0.022 -0.018 -2.050  0.062
H -2.578 -0.064 -0.535  0.490

Properties
Kohn-Sham gap (alpha / beta) ... 9.039 / 9.041 eV
Relative energy (zero: lowest compared OMol25 entry of this formula, charge and spin) ... 4.734 eV
2S+1 ... 1
Highest occupied orbital energy (alpha / beta) ... -10.91 / -10.92 eV
LUMO (alpha / beta) ... -1.87 / -1.88 eV


Number 1: E_tot -13118.1465 eV. Number 2: E_tot -14999.5777 eV. Number 3: E_tot -6345.6015 eV. Number 4: E_tot -6343.8541 eV. Number 5: E_tot -6341.9596 eV. Number 6: E_tot -6345.7843 eV. Number 7: E_tot -9870.1834 eV. Number 8: E_tot -8388.8745 eV. Number 9: E_tot -8387.9141 eV. Number 10: E_tot -10440.0649 eV. Number 11: E_tot -21273.0193 eV. Number 12: E_tot -12481.6087 eV.